1.
Computed, not measured: a cluster of 11 separate species, C44H117N7O13 in total, with the ωB97M-V functional and the def2-TZVPD basis.

Calculated values
relative energy (zero: lowest compared OMol25 entry of this formula, charge and spin)	86.7	kcal/mol
LUMO	0.22	eV
structure (SMILES)	COC[C@H](C)N.COC[C@H](C)N.COC[C@H](C)N.COC[C@H](C)N.COC[C@H](C)N.COCCNCCOC.COCCNCCOC.CC(C)O.CC(C)O.CC(C)O.CC(C)O
frontier orbital gap	8.65	eV

Structure (ORCA input):
```
! wB97M-V def2-TZVPD RIJCOSX def2/J DEFGRID3
* xyz 0 1
O -5.794 -4.178 -25.489
O -10.215 -13.500 -38.134
O -10.879 -16.739 -30.102
O -15.436 -10.440 -39.188
O -0.163 -8.870 -25.971
O -8.226 -10.590 -31.569
O -13.402 -7.181 -35.475
O -10.434 -19.179 -33.215
O -6.113 -6.946 -37.252
O -3.563 -13.527 -38.199
O -3.084 -15.021 -29.949
O -4.419 -10.171 -25.962
O -12.977 -14.492 -32.820
N -2.805 -6.913 -26.498
N -15.882 -8.538 -36.947
N -4.415 -15.987 -33.250
N -4.728 -7.054 -33.725
N -9.104 -13.267 -34.014
N -2.197 -13.706 -41.643
N -12.831 -21.421 -35.068
C -11.066 -20.422 -33.708
C -12.261 -6.269 -35.404
C 1.034 -9.545 -26.438
C -15.433 -11.658 -39.993
C -0.243 -7.468 -26.209
C -1.254 -12.228 -39.964
C -1.602 -6.906 -25.684
C -10.221 -11.070 -33.859
C -3.301 -13.935 -29.045
C -12.108 -20.203 -34.827
C -5.947 -7.323 -35.852
C -6.903 -7.938 -37.931
C -14.689 -13.640 -31.546
C -3.505 -13.377 -39.606
C -4.888 -13.321 -37.674
C -3.632 -6.258 -35.742
C -8.954 -11.918 -33.532
C -4.998 -6.466 -35.038
C -11.538 -15.458 -38.174
C -7.119 -4.603 -25.710
C -9.804 -16.019 -29.491
C -14.619 -6.595 -35.928
C -3.509 -16.131 -32.138
C -9.697 -18.589 -34.285
C -15.024 -14.046 -33.994
C -2.102 -13.485 -40.226
C -3.928 -14.998 -31.143
C -8.065 -3.707 -24.935
C -13.219 -19.203 -34.398
C -10.372 -14.565 -40.247
C -15.835 -7.589 -35.802
C -3.228 -8.310 -26.755
C -3.677 -9.044 -25.520
C -8.079 -10.671 -30.134
C -8.999 -16.936 -28.583
C -14.950 -10.752 -37.929
C -2.128 -15.890 -32.763
C -14.382 -14.551 -32.731
C -4.973 -11.016 -24.991
C -7.333 -4.668 -27.218
C -8.538 -11.917 -32.069
C -14.697 -9.471 -37.069
C -10.494 -14.913 -28.684
C -10.288 -14.735 -38.742
H -9.364 -12.303 -31.471
H -11.387 -15.242 -28.154
H -10.330 -21.202 -33.900
H -3.188 -7.228 -35.966
H -10.093 -13.638 -37.192
H -14.480 -12.183 -40.067
H -14.396 -9.786 -36.070
H -9.796 -14.292 -28.122
H -8.295 -16.327 -28.017
H -15.770 -13.540 -31.452
H -6.638 -5.290 -27.782
H -11.617 -16.477 -38.553
H -10.967 -13.692 -40.515
H -10.523 -11.085 -34.906
H -7.944 -7.952 -37.610
H -2.821 -5.799 -35.177
H -9.984 -13.579 -33.627
H -4.200 -8.359 -24.852
H -2.908 -9.444 -24.858
H -1.401 -15.749 -31.964
H -12.480 -5.593 -34.578
H -8.066 -3.976 -23.879
H -8.172 -11.403 -34.089
H -4.952 -15.158 -30.805
H -8.985 -10.968 -29.607
H -9.102 -3.698 -25.271
H -5.667 -14.071 -37.805
H -1.396 -5.846 -25.538
H -5.607 -11.791 -25.423
H -10.274 -18.176 -35.113
H -4.297 -11.508 -24.292
H -4.295 -13.998 -40.028
H -11.512 -15.384 -37.086
H -14.173 -12.685 -31.642
H -13.775 -21.378 -35.426
H -6.860 -7.688 -38.991
H -13.909 -18.966 -35.208
H -5.471 -7.515 -33.219
H -7.635 -12.525 -32.018
H -11.172 -11.422 -33.462
H 1.239 -9.357 -27.492
H -1.771 -11.325 -40.287
H -3.871 -12.372 -39.817
H -1.774 -16.704 -33.395
H -15.751 -11.359 -40.992
H -0.305 -12.192 -40.500
H -13.838 -19.585 -33.586
H -2.141 -14.954 -33.321
H -5.202 -12.294 -37.860
H -6.935 -7.428 -35.402
H -13.989 -11.231 -38.114
H 0.984 -10.632 -26.382
H -1.667 -14.351 -39.727
H -8.421 -13.866 -33.573
H -5.127 -4.802 -25.784
H -6.425 -8.916 -37.879
H -12.837 -18.224 -34.107
H -15.649 -11.453 -37.473
H -11.323 -6.791 -35.216
H -10.966 -14.258 -29.416
H -4.255 -16.719 -33.926
H -1.767 -7.351 -24.703
H -1.379 -13.558 -42.217
H -10.682 -15.490 -40.733
H -2.438 -8.865 -27.261
H -12.540 -14.986 -32.122
H -4.013 -7.767 -33.755
H -7.836 -9.661 -29.805
H -7.186 -3.719 -27.732
H -12.456 -14.973 -38.505
H -4.013 -13.174 -29.364
H -14.890 -5.760 -35.282
H -11.566 -20.746 -32.795
H -10.538 -17.435 -30.668
H -14.573 -14.620 -34.804
H -3.678 -14.226 -28.065
H -8.944 -19.252 -34.711
H -9.436 -15.361 -38.478
H -7.289 -11.368 -29.854
H -0.999 -12.273 -38.906
H -5.573 -10.342 -24.378
H -8.338 -17.455 -29.277
H -14.935 -12.969 -34.136
H -9.375 -14.279 -40.583
H -8.374 -4.942 -27.392
H -2.835 -13.011 -42.004
H -9.200 -17.691 -33.917
H -11.691 -19.868 -35.777
H -14.783 -15.524 -32.450
H -2.367 -13.404 -28.856
H -12.420 -21.883 -35.866
H -9.540 -17.626 -27.935
H -7.227 -5.588 -25.255
H 0.601 -6.976 -25.725
H -13.846 -8.908 -37.454
H -5.534 -5.530 -34.882
H -7.780 -2.668 -25.101
H -3.633 -5.616 -36.623
H -5.447 -8.291 -35.816
H -2.407 -6.580 -27.364
H -0.162 -7.294 -27.282
H -16.175 -12.304 -39.524
H -4.069 -8.267 -27.447
H -4.711 -13.330 -36.599
H -10.059 -10.100 -33.389
H -15.850 -8.157 -34.871
H -15.857 -8.015 -37.811
H 1.844 -9.205 -25.793
H -16.075 -14.312 -34.102
H -12.215 -5.703 -36.334
H -14.503 -6.256 -36.957
H -14.335 -14.090 -30.619
H -3.997 -15.264 -33.818
H -9.200 -15.576 -30.283
H -16.729 -6.966 -35.816
H -3.885 -13.987 -31.546
H -3.600 -17.080 -31.610
*
```

These are the Mulliken partial charges, in e, on atoms 1 to 6:
1 O -0.558
2 O -0.483
3 O -0.534
4 O -0.335
5 O -0.253
6 O -0.335

---

2.
Computed, not measured: a structure of composition C44H120As6F36N8O8, with the ωB97M-V functional and the def2-TZVPD basis.

Calculated values
LUMO (alpha / beta)	-2.26 / -2.27	eV
frontier orbital gap (alpha / beta)	2.49 / 8.76	eV

Structure (ORCA input):
```
! wB97M-V def2-TZVPD RIJCOSX def2/J DEFGRID3
* xyz 1 2
As 5.135 -3.196 -1.225
As -0.079 -6.361 1.209
As 0.536 -3.922 -4.138
As 2.764 2.482 -0.530
As -6.313 -3.103 -1.853
As 0.028 -0.754 5.002
F -4.528 -3.520 -1.975
F 0.121 -5.673 -4.491
F -1.740 -6.967 1.453
F 3.627 0.965 -0.874
F 3.318 3.271 -2.102
F 4.574 -3.700 0.458
F -1.568 -0.003 5.141
F -6.765 -4.575 -1.024
F 2.231 -4.327 -4.410
F -6.024 -2.167 -0.385
F 1.575 -5.702 0.825
F 0.328 -3.426 -5.908
F 0.856 -2.157 -3.486
F -0.800 -1.920 3.894
F 1.412 1.808 -1.498
F 1.900 4.020 -0.135
F -0.486 -4.927 2.220
F 4.554 -1.502 -0.960
F -0.528 -5.540 -0.336
F 1.548 -1.636 4.721
F 3.519 -3.520 -2.039
F 4.244 2.976 0.385
F 5.650 -4.957 -1.478
F -7.982 -2.501 -1.798
F 5.849 -2.856 -2.790
F 0.850 0.356 6.123
F -0.439 -1.810 6.363
F -1.153 -3.654 -3.891
F 0.530 -7.238 2.648
F 0.257 -7.836 0.282
F 0.448 0.314 3.655
F -6.654 -3.997 -3.327
F 0.687 -4.331 -2.393
F -5.987 -1.715 -2.997
F 6.764 -2.909 -0.495
F 1.970 1.773 0.994
O -1.116 -0.972 -0.735
O -4.785 2.229 -0.674
O -4.535 -3.772 2.918
O -2.090 3.404 2.987
O -3.348 2.589 -8.913
O 4.392 4.404 4.251
O 2.005 1.341 -5.604
O 6.224 -5.119 2.774
N 1.711 -1.220 -1.090
N -3.082 -3.133 5.160
N -0.674 5.759 1.647
N 1.761 3.532 -7.463
N 4.348 1.258 4.913
N -3.410 0.398 -6.852
N 4.381 -6.440 1.142
N -6.971 0.614 -0.596
C -1.317 -1.262 -7.429
C 5.702 1.804 5.213
C -4.279 -4.195 1.587
C -2.740 2.367 3.732
C -1.050 7.116 3.999
C -1.878 0.063 -6.951
C 1.937 -1.922 1.302
C -4.493 -4.743 3.990
C -4.036 0.429 -8.317
C -4.121 -0.626 -5.975
C 4.134 -7.541 3.411
C 4.157 0.935 3.344
C -2.217 -1.910 -0.876
C 6.038 2.459 6.574
C 7.177 -4.485 3.644
C 0.924 -1.823 0.119
C 3.197 3.591 4.355
C 0.373 6.780 1.181
C -3.480 2.633 -1.049
C 0.097 4.531 2.360
C -3.545 1.783 -6.168
C 4.153 5.782 3.848
C -3.223 1.252 -9.402
C -1.448 5.142 0.448
C 3.255 2.339 5.285
C 3.017 3.313 -6.500
C 4.907 -0.360 2.878
C -0.681 3.320 2.802
C -1.691 6.526 2.615
C -0.371 -1.090 0.447
C -6.472 0.093 1.807
C -3.592 -0.835 -4.537
C 4.060 -6.268 2.644
C 4.857 -5.112 3.213
C 2.522 2.623 -5.317
C -3.248 -4.584 4.839
C -4.938 1.425 0.503
C 4.126 0.020 5.848
C 1.627 0.592 -4.451
C -3.491 -5.253 6.222
C -2.914 3.430 -9.954
C -6.394 1.147 0.767
C -0.044 8.182 0.817
C 3.677 4.738 -6.191
H 4.181 0.406 6.865
H 1.090 6.841 2.000
H 4.401 -4.167 2.920
H -3.605 3.571 -1.591
H 4.415 1.869 2.844
H -2.878 1.332 3.418
H -1.827 -2.211 -7.262
H -3.060 -1.371 -0.443
H 3.097 0.756 3.166
H 4.630 -0.344 1.824
H 8.100 -5.034 3.456
H -2.101 7.343 2.022
H -0.252 -1.367 -7.223
H 1.359 -2.384 2.103
H -4.145 -0.588 -8.693
H 2.272 1.873 5.219
H -6.138 0.319 2.820
H -7.018 2.018 0.968
H 0.965 3.978 -7.031
H 2.816 3.348 3.363
H -3.081 1.991 -1.834
H -2.359 4.700 0.851
H -2.497 4.389 -9.646
H -0.131 2.948 3.667
H -2.507 -0.889 -4.441
H -3.984 -0.213 -3.733
H 4.296 5.133 -6.997
H -4.561 2.032 1.326
H 0.821 0.816 -3.752
H -3.789 -1.881 -4.303
H -1.520 -1.119 -8.490
H -2.132 3.033 -10.601
H -2.350 -4.845 4.278
H 2.354 4.187 4.704
H 2.097 -0.291 -0.999
H -3.258 -4.575 1.619
H -4.123 -3.490 0.771
H -2.203 2.386 4.680
H 4.717 -1.279 3.431
H -3.889 1.101 -10.251
H -3.596 -6.335 6.141
H 3.566 6.315 4.596
H 3.084 -5.793 2.545
H 3.738 -7.511 4.426
H -1.696 5.899 -0.296
H 3.779 -7.115 0.692
H -0.408 7.981 3.828
H 5.993 -0.306 2.961
H 4.850 -0.788 5.742
H 5.350 -6.696 1.015
H 6.960 -4.548 4.711
H 7.163 -3.432 3.360
H 3.371 2.687 6.311
H 2.473 -1.820 -1.371
H -2.716 2.610 -0.272
H -0.508 6.315 4.502
H -7.973 0.508 -0.526
H -6.600 -0.314 -0.740
H -4.958 -5.006 1.324
H 3.256 -0.546 5.514
H -5.384 -4.647 4.610
H 3.658 2.635 -7.063
H -7.519 -0.075 2.061
H -5.034 0.838 -8.164
H 0.505 5.092 3.202
H -0.299 -0.094 0.883
H -4.455 -4.955 6.635
H 4.166 -5.645 0.557
H -2.866 2.388 -6.768
H -2.185 0.968 -9.573
H 5.145 6.215 3.719
H 1.454 2.653 -7.856
H 7.113 2.553 6.729
H 5.202 -7.620 3.615
H -1.508 0.045 -5.926
H -4.237 0.599 0.384
H -4.536 2.238 -6.167
H -4.167 -1.531 -6.580
H 2.783 -2.556 1.039
H 3.556 5.923 2.947
H -5.163 -0.310 -6.030
H 0.709 8.757 0.279
H 6.375 0.964 5.042
H -6.682 1.274 -1.303
H -4.003 -2.764 4.971
H -2.470 -2.061 -1.925
H -2.028 -2.845 -0.348
H 3.380 2.433 -4.671
H 5.771 2.603 4.475
H 2.969 5.497 -5.859
H 1.705 3.173 -4.850
H -3.838 3.634 -10.494
H 0.871 4.255 1.643
H -0.687 4.478 0.038
H 1.177 -1.222 -1.947
H -2.563 5.913 2.840
H 0.957 6.258 0.423
H -2.314 -2.690 4.675
H 4.798 -5.274 4.290
H 2.024 4.210 -8.164
H 4.315 4.627 -5.314
H -2.928 -3.060 6.155
H -0.574 2.641 1.956
H -3.153 1.752 -5.152
H 0.732 -2.857 -0.165
H 2.419 0.176 -3.827
H -1.829 7.499 4.658
H -0.882 -1.604 1.261
H -1.364 0.864 -7.482
H 3.837 -8.452 2.892
H -0.319 8.712 1.729
H 1.227 -0.328 -4.878
H -6.062 -0.880 1.538
H -3.764 2.549 4.057
H -2.714 -5.205 6.986
H 5.626 3.468 6.553
H 2.396 -0.985 1.617
H 5.633 1.871 7.398
H -4.717 -5.735 3.598
H -0.910 8.374 0.184
*
```

These are the Mulliken partial charges, in e, on atoms 1 to 6:
1 As 2.000
2 As 1.987
3 As 1.907
4 As 1.891
5 As 1.997
6 As 1.980

---

Looking at molar mass for the records above, in order, we have 952.5 2023.0 u.